No. 1
The following is a quantum chemistry calculation of C39H48BaN6O2 as an isolated structure at a distorted geometry, from the OMol25 dataset.

Element x y z (Å)
Ba  0.3946  -0.2756  0.0687
C  3.7613  0.2934  -0.3137
N  2.7160  -0.0098  -1.3155
C  2.5895  1.0758  -2.3028
C  2.0934  2.3911  -1.7194
C  2.5399  3.6001  -2.2365
C  2.0830  4.7770  -1.6593
C  1.2085  4.7253  -0.5847
C  0.8100  3.4728  -0.1378
N  1.2414  2.3444  -0.6962
C  2.8939  -1.3141  -2.0006
C  2.6882  -2.5519  -1.1331
C  3.6074  -3.5872  -1.1154
C  3.3211  -4.7076  -0.3413
C  2.1428  -4.7557  0.3897
C  1.2811  -3.6678  0.3125
N  1.5492  -2.6058  -0.4384
C  3.7549  -0.5917  0.9343
C  4.9081  -1.2225  1.3681
C  4.8334  -2.0164  2.5083
C  3.6248  -2.1677  3.1670
C  2.5173  -1.4901  2.6696
N  2.5990  -0.7045  1.5985
H  3.6082  1.3214  0.0241
H  4.7572  0.2489  -0.7811
H  1.8931  0.7412  -3.0757
H  3.5566  1.2712  -2.7919
H  3.2395  3.6145  -3.0607
H  2.4191  5.7319  -2.0430
H  0.8289  5.6145  -0.1033
H  0.1029  3.3828  0.6787
H  3.8828  -1.3567  -2.4789
H  2.1224  -1.3674  -2.7741
H  4.5233  -3.5124  -1.6856
H  4.0239  -5.5301  -0.3034
H  1.8815  -5.5986  1.0131
H  0.3502  -3.6580  0.8691
H  5.8307  -1.1107  0.8164
H  5.7179  -2.5277  2.8657
H  3.5178  -2.7917  4.0421
H  1.5472  -1.5779  3.1448
C  -3.9942  0.1434  -2.0988
C  -3.6341  1.1209  -1.0127
C  -3.8202  0.7837  0.3316
C  -4.5405  -0.4813  0.7093
C  -3.3691  1.6472  1.3310
C  -3.4666  1.2363  2.7749
C  -2.8529  2.9070  0.9974
C  -2.4910  3.8269  2.1378
C  -2.7443  3.2833  -0.3489
C  -2.2828  4.6593  -0.7673
C  -3.1129  2.3729  -1.3483
C  -2.9742  2.7312  -2.8050
H  -5.0168  0.2889  -2.4613
H  -3.8954  -0.8812  -1.7519
H  -3.3220  0.2401  -2.9490
H  -5.1871  -0.8289  -0.0921
H  -5.1741  -0.3231  1.5820
H  -3.8595  -1.2953  0.9642
H  -4.3627  1.6382  3.2581
H  -2.6140  1.5955  3.3514
H  -3.4799  0.1557  2.8907
H  -1.5969  3.4942  2.6745
H  -3.2843  3.8485  2.8870
H  -2.3246  4.8525  1.8304
H  -3.1108  5.2476  -1.1723
H  -1.5254  4.6146  -1.5533
H  -1.8548  5.2350  0.0452
H  -2.1080  2.2349  -3.2536
H  -2.8636  3.7997  -2.9666
H  -3.8422  2.4080  -3.3790
N  -3.2758  -5.2664  4.7133
C  -2.5353  -4.1431  5.1082
O  -2.2610  -4.0088  6.3050
C  -2.0961  -3.2391  4.0785
C  -1.4045  -2.0430  4.4255
C  -0.9754  -1.1905  3.4552
N  -1.1254  -1.3803  2.1058
C  -1.8042  -2.5231  1.7748
C  -2.2783  -3.4343  2.6751
H  -3.7444  -5.6784  5.5038
H  -3.8534  -5.1627  3.8950
H  -1.2392  -1.8121  5.4688
H  -0.4705  -0.2684  3.7367
H  -1.9337  -2.6894  0.7094
H  -2.7728  -4.3146  2.2828
C  -2.2284  -3.2142  -2.4852
O  -1.6820  -2.2314  -1.6468
C  -0.8085  -1.2077  -2.1930
C  -0.7276  -1.3091  -3.6903
H  -2.9557  -2.7991  -3.1947
H  -2.7444  -3.9323  -1.8460
H  -1.4647  -3.7490  -3.0606
H  -0.2295  -2.2085  -4.0844
H  -0.1393  -0.4580  -4.0519
H  -1.6837  -1.2591  -4.2305

Atomic forces in eV per Å
Ba -2.673 0.527 0.339
C 0.020 -0.222 -0.083
N 0.442 -0.193 0.092
C 0.139 -0.079 0.249
C 0.234 -0.028 0.035
C -0.117 0.018 0.163
C 0.038 0.112 -0.032
C 0.022 -0.295 -0.051
C 0.106 0.287 -0.296
N -0.034 -0.232 0.165
C 0.062 0.095 0.223
C 0.097 0.319 -0.094
C -0.198 -0.086 0.112
C 0.023 -0.038 0.043
C 0.022 0.173 -0.170
C 0.227 -0.345 -0.108
N 0.326 -0.185 -0.051
C -0.043 0.093 -0.230
C -0.184 -0.070 0.151
C 0.093 -0.042 -0.008
C -0.107 0.118 -0.119
C 0.498 0.038 0.010
N 0.342 0.064 -0.022
H -0.019 0.004 -0.076
H 0.002 -0.016 0.061
H -0.046 -0.005 0.045
H -0.051 -0.043 -0.069
H 0.008 0.027 -0.023
H 0.000 -0.001 0.000
H 0.040 0.052 -0.039
H -0.009 -0.092 0.040
H -0.003 -0.072 -0.020
H 0.011 0.072 -0.032
H 0.027 -0.037 0.001
H -0.009 -0.016 0.003
H 0.065 -0.049 -0.017
H -0.045 0.071 0.025
H 0.052 -0.027 0.008
H 0.003 -0.006 0.019
H 0.070 -0.034 0.017
H -0.080 0.011 0.002
C 0.008 -0.093 -0.108
C 0.056 0.052 0.079
C 0.056 0.004 -0.043
C -0.116 -0.154 0.085
C 0.011 0.017 -0.079
C 0.055 -0.040 0.186
C -0.017 -0.024 -0.030
C 0.007 0.078 0.128
C -0.004 -0.042 0.047
C 0.080 0.089 -0.126
C 0.010 -0.037 0.030
C -0.013 0.029 -0.166
H -0.029 0.027 0.016
H 0.001 -0.012 0.027
H 0.013 0.018 -0.001
H -0.006 0.009 -0.041
H -0.001 0.041 -0.002
H 0.057 0.016 -0.028
H -0.043 0.012 -0.029
H 0.003 0.001 -0.014
H 0.001 -0.006 -0.030
H 0.052 -0.028 -0.051
H -0.032 -0.005 -0.040
H 0.011 0.071 -0.043
H -0.031 -0.016 0.027
H -0.023 -0.049 0.057
H 0.028 0.015 0.091
H 0.045 -0.019 0.026
H -0.011 -0.004 0.000
H -0.040 -0.003 0.024
N 0.096 0.112 -0.063
C 0.032 -0.084 0.096
O 0.002 0.084 -0.033
C -0.002 -0.014 -0.057
C 0.019 0.049 0.044
C 0.084 0.103 0.029
N 0.054 -0.071 -0.026
C 0.177 -0.011 0.073
C -0.033 -0.039 -0.107
H -0.058 -0.071 -0.004
H -0.049 -0.006 0.018
H -0.001 -0.017 0.027
H 0.012 0.022 0.057
H -0.048 -0.017 -0.050
H -0.017 -0.024 0.016
C -0.162 -0.193 -0.117
O 0.643 0.685 0.065
C -0.387 -0.573 -0.198
C 0.223 0.359 -0.252
H 0.027 -0.022 0.055
H -0.016 -0.001 0.000
H -0.008 -0.004 0.058
H 0.065 -0.120 0.073
H 0.003 -0.009 -0.022
H -0.136 0.042 0.066

As for the total charge: 0. Its multiplicity is 1. The lowest unoccupied orbital energy (spin up / spin down) comes out at -0.1911 / -0.1995 eV. The calculation puts the HOMO energy (spin up / spin down) at -4.83 / -4.14 eV.

=====

No. 2
The following is a quantum chemistry calculation of C39H49Cl2NO2PS2Tb as an isolated structure at a distorted geometry, from the OMol25 dataset.

Element x y z (Å)
Tb  0.2626  -1.1197  0.6596
C  -5.2783  -1.1558  0.9656
C  -3.9237  -0.5305  0.7511
C  -3.7386  0.5410  1.8204
C  -2.8479  -1.5928  0.6842
C  -2.4249  -2.1815  -0.4683
C  -1.5422  -3.2372  -0.4306
C  -0.9563  -3.7509  0.7387
C  -0.0769  -4.9242  0.7463
C  -1.3603  -3.1132  1.8926
C  -2.2757  -2.0855  1.8876
H  -5.9809  -0.3265  0.9942
H  -5.2758  -1.7887  1.8663
H  -5.6161  -1.8393  0.1567
H  -3.8911  -0.0888  -0.2547
H  -3.7028  -0.0243  2.7797
H  -4.5561  1.2037  1.7804
H  -2.8163  1.0798  1.6869
H  -2.7058  -1.7443  -1.3984
H  -1.3034  -3.6632  -1.4072
H  0.5884  -5.0039  -0.1407
H  -0.6717  -5.8658  0.6804
H  0.4448  -4.9370  1.6998
H  -0.9699  -3.5141  2.8081
H  -2.6673  -1.7232  2.8189
S  1.6908  -2.6268  -0.9191
C  3.1862  -2.6604  0.1297
C  4.3690  -2.6129  -0.5647
C  5.5816  -2.5026  0.0776
C  5.5786  -2.4755  1.4670
C  4.4101  -2.4975  2.2067
C  3.1506  -2.6404  1.5400
S  1.7290  -2.6881  2.5630
H  4.3695  -2.5934  -1.6818
H  6.4734  -2.5394  -0.4846
H  6.5409  -2.3125  1.9672
H  4.4244  -2.4827  3.2986
Cl  -2.3436  2.4596  -5.4986
C  -1.0505  1.3328  -5.3030
C  0.2318  1.6784  -5.7501
C  1.2460  0.7201  -5.7860
C  1.0292  -0.5376  -5.3025
C  -0.1597  -0.7892  -4.6760
Cl  -0.3326  -2.4464  -4.0443
C  -1.2566  0.0858  -4.6479
N  -2.4574  -0.3249  -4.0356
C  -3.2500  0.4332  -3.1434
C  -4.6328  0.1311  -3.2130
C  -5.6005  0.7819  -2.4580
C  -5.2040  1.8356  -1.6524
C  -3.8670  2.1300  -1.5653
C  -2.8584  1.4492  -2.2680
C  -1.4072  1.8786  -1.9742
C  -0.7135  0.9421  -0.9828
O  -1.0434  0.9209  0.2481
O  0.1125  0.1345  -1.4456
H  0.3271  2.6763  -6.1607
H  2.1672  0.9996  -6.2806
H  1.8456  -1.2232  -5.2198
H  -2.8967  -1.1547  -4.4310
H  -4.9304  -0.7233  -3.7572
H  -6.6309  0.5656  -2.5475
H  -5.9337  2.3992  -1.0522
H  -3.4548  2.8516  -0.8613
H  -1.5334  2.8179  -1.4530
H  -0.8031  1.8896  -2.8449
C  1.3842  3.3780  -0.0289
C  1.3717  2.9960  1.4627
C  0.0266  3.4021  2.0711
P  1.7970  1.2486  1.7689
C  1.6637  1.2064  3.6295
C  0.3251  0.6117  4.0052
C  2.7286  0.5667  4.5136
C  3.6008  1.1464  1.3935
C  3.8789  0.9271  -0.1001
C  4.4335  2.3668  1.8688
H  0.4540  3.8325  -0.3773
H  1.6199  2.5174  -0.6564
H  2.1864  4.1472  -0.2111
H  2.2191  3.4911  1.9972
H  -0.8275  2.8702  1.6454
H  -0.0586  4.4742  1.8999
H  0.0917  3.2279  3.1674
H  1.6322  2.2551  3.9388
H  0.4087  -0.4496  3.8422
H  -0.4943  1.0306  3.5131
H  0.1920  0.8389  5.0823
H  2.9041  -0.4824  4.3437
H  2.3724  0.6419  5.5420
H  3.6566  1.1477  4.5113
H  3.9185  0.2652  1.9430
H  3.7531  1.8481  -0.6797
H  3.2112  0.2291  -0.6467
H  4.8694  0.5700  -0.2384
H  4.0883  3.3546  1.4485
H  5.4260  2.1494  1.5791
H  4.3501  2.2950  2.9616

Atomic forces in eV per Å
Tb 0.159 -0.016 0.027
C -0.563 -1.027 -0.618
C 0.729 0.052 -1.233
C 1.146 -1.899 0.387
C 0.058 0.418 2.798
C 0.434 0.308 -0.250
C 0.849 -0.979 -0.999
C -1.234 0.511 -1.562
C 0.084 -1.756 -0.497
C 0.147 -0.572 0.720
C -0.944 0.434 -0.712
H -0.406 -0.234 0.387
H -0.236 0.531 0.055
H 0.413 0.457 0.216
H -0.249 0.219 0.268
H -0.234 0.904 -0.262
H -1.014 0.827 0.213
H 0.335 0.204 -0.011
H -0.403 -0.024 -0.771
H 0.284 -0.059 0.356
H -0.178 0.499 0.845
H 0.005 0.600 0.234
H 0.454 -0.172 -0.263
H 0.063 0.131 0.503
H 0.186 0.221 0.354
S 0.799 -0.013 0.404
C -2.047 0.150 -0.066
C 0.999 0.278 -1.565
C -1.085 -0.571 0.734
C 0.985 0.713 0.535
C -0.732 -0.570 -0.745
C 1.579 0.412 0.360
S -0.672 0.734 -0.506
H -0.254 -0.128 1.080
H 0.950 0.203 -0.418
H -0.379 -0.294 0.016
H 0.024 0.095 -0.352
Cl -0.040 -0.028 0.131
C 0.728 -0.820 0.796
C -0.936 -0.339 -0.277
C -0.270 1.566 -0.708
C 0.466 0.382 0.666
C -0.936 -1.451 0.247
Cl -0.190 0.902 -0.077
C 0.226 0.203 -0.186
N 0.289 0.423 0.228
C -1.048 -0.249 -0.936
C 0.123 0.409 1.284
C 1.400 0.424 -0.414
C -0.505 0.514 0.679
C 1.213 -0.090 0.255
C 0.520 -0.052 0.008
C -1.355 -0.733 1.256
C -1.129 -0.016 -0.132
O 0.093 0.016 -0.281
O 0.734 -0.612 0.075
H 0.313 -0.128 -0.067
H 0.161 -0.127 0.245
H 0.115 -0.533 -0.222
H 0.260 0.423 0.302
H -0.275 -0.694 -0.940
H -0.851 -0.523 -0.124
H 0.378 -0.289 -0.355
H -0.581 0.179 -0.081
H 0.468 0.523 -0.291
H 0.542 0.481 -0.729
C 1.341 0.597 -0.225
C -0.042 0.350 -0.109
C 0.781 0.028 1.117
P 0.323 -1.078 0.202
C 0.110 0.640 0.014
C 1.103 -0.079 1.649
C 0.317 0.652 0.181
C -0.126 0.886 -0.852
C -1.481 0.015 -0.682
C -1.820 -0.475 0.505
H -0.034 -0.197 0.213
H -0.115 0.093 -0.188
H -0.677 -0.730 0.040
H -0.952 0.122 -0.308
H 0.219 0.026 -0.024
H -0.344 0.079 0.099
H -0.519 0.283 -0.639
H 0.156 0.129 -0.117
H -0.368 -0.609 0.107
H -1.379 0.590 -1.091
H -0.178 -0.493 -0.398
H 0.135 -0.377 -0.418
H -0.113 -0.012 0.101
H 0.040 -0.363 -0.213
H 0.152 -0.218 0.112
H 0.252 0.163 0.280
H 0.189 -0.021 0.673
H 0.988 -0.285 -0.112
H 0.466 -1.102 0.491
H 1.278 0.171 -0.240
H 0.331 0.871 -0.186

As for the total charge: 0. Its multiplicity is 7. The lowest unoccupied orbital energy (spin up / spin down) comes out at 0.3965 / 0.4349 eV. The calculation puts the HOMO energy (spin up / spin down) at -6.87 / -6.87 eV.